1.
{"formula": "C2H7N3", "method": "wB97M-V/def2-TZVPD", "multiplicity": 1, "homo_lumo_gap_ev": 9.39, "lumo_ha": 0.0340, "e_above_lowest_kj_mol": 222.32, "e_homo_ev": -8.462, "e_tot_ev": -6655.652, "symbols": ["H", "N", "C", "N", "H", "H", "H", "C", "N", "H", "H", "H"], "coordinates": [[1.60642, -1.70010, -2.60073], [1.52598, -0.98731, -1.90655], [0.51570, -0.24815, -2.06600], [-0.22809, 0.44200, -1.20814], [0.34974, 0.02264, -3.13016], [-0.57544, 0.10578, -0.34162], [-0.51523, 1.45197, -1.31709], [-0.34594, 0.49407, 2.70287], [-1.02190, -0.07122, 1.76105], [-0.45381, 1.53581, 2.82483], [0.08116, -0.00018, 3.61773], [-0.93859, -1.04530, 1.66382]]}

=====

2.
{"formula": "C2H7N3O", "method": "wB97M-V/def2-TZVPD", "multiplicity": 1, "homo_lumo_gap_ev": 9.08, "lumo_ha": 0.0256, "e_above_lowest_kj_mol": 428.24, "e_homo_ev": -8.380, "e_tot_ev": -8701.839, "symbols": ["C", "C", "N", "N", "N", "O", "H", "H", "H", "H", "H", "H", "H"], "coordinates": [[1.95555, -0.19297, -1.18598], [-1.54772, 0.15094, 0.43213], [1.28049, -1.11673, -1.68710], [-0.47354, -0.07053, 1.45862], [0.43957, -0.82091, 1.38134], [-1.70805, 1.51266, 0.20979], [2.40935, 0.52884, -1.85794], [2.12139, -0.04564, -0.11129], [-1.28120, -0.41747, -0.46679], [-2.48940, -0.21713, 0.84938], [-0.63434, 0.59169, 2.26950], [0.88461, -1.75797, -0.99966], [-0.95671, 1.85521, -0.29198]]}